(w)
C4H9N3 | the ωB97M-V functional and the def2-TZVPD basis

## Properties
highest occupied orbital energy = -0.304 Ha
SMILES = [H]/N=N/C(N)=C(C)C
LUMO = 0.033 Eh
molecular weight = 99.137 g mol⁻¹

The geometry in XYZ format:
```
16
Properties=species:S:1:pos:R:3:nbo_charge:R:1
C 1.7570 -0.4279 0.8995 -0.634
C 0.8770 0.4475 -1.5094 -0.639
C -0.6289 0.1445 0.5503 0.265
C 0.4890 0.0788 -0.1248 -0.055
N -1.0585 -0.4495 1.7008 -0.833
N -1.7691 0.8898 -0.3510 -0.150
N -2.5632 0.2147 -1.0024 -0.340
H -0.7933 -1.4221 1.7870 0.393
H -2.0482 -0.2705 1.8450 0.388
H -3.3047 0.7726 -1.4715 0.317
H -0.0021 0.7236 -2.1046 0.224
H 1.5780 1.2874 -1.4936 0.218
H 1.7152 0.0621 1.8729 0.219
H 1.7078 -1.5118 1.0129 0.200
H 2.6783 -0.1403 0.3893 0.207
H 1.3660 -0.3988 -2.0007 0.219
```

---

(x)
C4H9N3 | the ωB97M-V functional and the def2-TZVPD basis

## Properties
highest occupied orbital energy = -0.313 Ha
SMILES = NC/C=N\N1CC1
LUMO = 0.010 Eh
molecular weight = 99.137 g mol⁻¹

The geometry in XYZ format:
```
16
Properties=species:S:1:pos:R:3:nbo_charge:R:1
C 1.5139 0.4368 -0.0923 -0.312
C 0.8117 -0.5062 0.4920 0.021
C -1.8076 0.6961 0.1760 -0.272
C -2.5581 -0.4321 -0.1353 -0.248
H 3.9195 0.3195 -0.4216 0.408
H 2.5060 -1.1925 -0.8165 0.390
H 1.1817 0.7961 -1.1090 0.224
H 1.6584 1.5574 0.6134 0.203
H 1.2343 -1.0543 1.4382 0.223
H -1.9337 1.6216 -0.4879 0.180
H -1.5923 1.0880 1.1583 0.216
H -3.3124 -0.6216 -0.8900 0.192
H -2.8178 -0.8358 0.7986 0.194
N 2.8548 -0.3163 -0.2255 -0.904
N -0.3286 -1.1720 0.0969 -0.250
N -1.3299 -0.3848 -0.5954 -0.266
```

---

Q: Which of them is the most stable? A: (w).

---

(w)
C4H9N3 | the ωB97M-V functional and the def2-TZVPD basis

## Properties
highest occupied orbital energy (spin up / spin down) = -0.276 / -0.258 Ha
LUMO (spin up / spin down) = 0.022 / -0.010 Eh
molecular weight = 99.137 g mol⁻¹

The geometry in XYZ format:
```
16
Properties=species:S:1:pos:R:3:nbo_charge:R:1
C -1.2543 1.1539 -0.8989 -0.678
C 1.1224 -0.6321 -1.4498 -0.660
N -1.0543 0.2855 1.4031 -0.677
C -0.7141 0.2003 0.1368 0.255
C 0.3600 -0.6710 -0.1583 -0.186
N 0.9698 0.0559 1.8727 0.074
N 1.1512 -0.6487 2.7937 -0.373
H -1.5347 1.1035 1.7630 0.355
H 0.7700 -1.5615 3.0383 0.363
H 0.3432 -1.6254 0.3556 0.199
H -0.5660 1.9953 -1.0256 0.228
H -1.3735 0.6727 -1.8701 0.219
H -2.2130 1.5611 -0.5754 0.226
H 2.0932 -1.1191 -1.3347 0.225
H 0.6003 -1.1598 -2.2593 0.218
H 1.2998 0.3894 -1.7912 0.213
```

---

(x)
C4H9N3 | the ωB97M-V functional and the def2-TZVPD basis

## Properties
highest occupied orbital energy = -0.283 Ha
LUMO = 0.043 Eh
molecular weight = 99.137 g mol⁻¹

The geometry in XYZ format:
```
16
Properties=species:S:1:pos:R:3:nbo_charge:R:1
C -1.4831 -1.0042 1.7675 -0.449
C 0.8836 1.6462 -1.4358 -0.649
C 0.2338 0.7385 -0.4544 0.044
N 0.9690 -1.3491 -1.2344 -0.613
C -0.1485 0.8039 0.8422 -0.092
N -0.0217 -0.6400 -0.6504 -0.092
N -0.2546 -0.5503 1.1408 -0.322
H 0.7184 -2.3172 -1.3774 0.370
H 1.9062 -1.2263 -0.8576 0.349
H -0.4815 1.6123 1.4782 0.197
H -2.2439 -1.2973 1.0360 0.207
H -1.9499 -0.2336 2.3955 0.194
H -1.2825 -1.8579 2.4160 0.194
H 0.7603 2.6790 -1.1078 0.228
H 1.9571 1.4562 -1.5318 0.214
H 0.4373 1.5399 -2.4267 0.222
```

---

(y)
C4H9N3 | the ωB97M-V functional and the def2-TZVPD basis

## Properties
highest occupied orbital energy = -0.269 Ha
LUMO = 0.039 Eh
molecular weight = 99.137 g mol⁻¹

The geometry in XYZ format:
```
16
Properties=species:S:1:pos:R:3:nbo_charge:R:1
C -0.6057 1.8510 -1.3632 -0.136
C -0.6007 0.5354 -0.9475 0.201
C 0.3100 -1.4448 2.3062 -0.686
C 0.6132 -0.4044 1.3658 -0.183
N -0.0930 1.5090 -2.6472 -0.445
N 0.1485 0.2397 -2.1971 -0.461
N -0.9849 -0.1839 0.1494 -0.664
H -0.7993 2.8821 -1.0579 0.206
H -0.7580 -1.4214 2.7699 0.220
H 0.2335 -2.4634 1.9038 0.217
H 0.9784 -1.3735 3.1017 0.234
H 0.8962 0.6676 1.6682 0.215
H 1.3632 -0.7695 0.6060 0.196
H 0.6650 2.0289 -3.0824 0.363
H -0.1699 -0.5088 -2.7990 0.350
H -1.1965 -1.1440 0.2233 0.372
```

---

(z)
C4H9N3 | the ωB97M-V functional and the def2-TZVPD basis

## Properties
highest occupied orbital energy = -0.341 Ha
SMILES = [H]/N=C(C)\C(=N\[H])NC
LUMO = 0.025 Eh
molecular weight = 99.137 g mol⁻¹

The geometry in XYZ format:
```
16
Properties=species:S:1:pos:R:3:nbo_charge:R:1
C -0.2013 1.9714 0.2840 -0.675
C 0.3633 1.0925 -0.7911 0.217
N 0.5205 1.5696 -1.9460 -0.565
C 0.5947 -0.3530 -0.4721 0.367
N 0.9835 -1.0886 -1.4273 -0.656
H 0.8929 0.8911 -2.6093 0.363
H -0.4097 2.9476 -0.1450 0.248
H 0.5110 2.0924 1.0998 0.215
H -1.1283 1.5551 0.6782 0.215
C -0.7412 -1.7540 1.0161 -0.406
N 0.3212 -0.7874 0.8210 -0.633
H 0.2517 -0.0313 1.4905 0.377
H 1.0910 -2.0721 -1.1974 0.344
H -1.7320 -1.2814 0.9865 0.179
H -0.6162 -2.2446 1.9808 0.205
H -0.7010 -2.5072 0.2313 0.205
```

---

Q: Which of them is the most stable? A: (z).

---

(w)
C4H9N3 | the ωB97M-V functional and the def2-TZVPD basis

## Properties
highest occupied orbital energy = -0.291 Ha
SMILES = C/C=C/N=C\NN
LUMO = 0.026 Eh
molecular weight = 99.137 g mol⁻¹

The geometry in XYZ format:
```
16
Properties=species:S:1:pos:R:3:nbo_charge:R:1
C -0.5807 -1.7803 2.5235 -0.632
C -0.3071 -0.3474 2.0492 -0.191
C -0.1398 -0.1067 0.7733 -0.072
C 0.3601 1.4382 -0.9178 0.287
H 0.0665 -2.1305 3.2887 0.212
H -1.6178 -1.7589 2.9942 0.205
H -0.6928 -2.4264 1.6630 0.210
H -0.2615 0.4992 2.7216 0.203
H -0.2759 -0.9833 0.0657 0.179
H 0.5875 2.4780 -1.0568 0.155
H 1.2230 1.1765 -2.8528 0.375
H 1.0154 -1.1500 -2.2284 0.350
H -0.4811 -0.6886 -3.0284 0.363
N 0.0930 1.1628 0.2916 -0.500
N 0.4434 0.8070 -2.1475 -0.488
N 0.0981 -0.5754 -2.1636 -0.656
```

---

(x)
C4H9N3 | the ωB97M-V functional and the def2-TZVPD basis

## Properties
highest occupied orbital energy = -0.297 Ha
SMILES = [H]/N=N\C/C(N)=C/C
LUMO = 0.034 Eh
molecular weight = 99.137 g mol⁻¹

The geometry in XYZ format:
```
16
Properties=species:S:1:pos:R:3:nbo_charge:R:1
C -1.3285 0.2231 -0.7539 -0.317
C 2.3388 0.3015 0.5577 -0.649
C 0.0173 -0.2063 -0.2133 0.179
N 0.1213 -1.5586 0.0524 -0.815
C 0.9849 0.6799 0.0336 -0.292
N -2.3719 -0.3976 0.0159 -0.102
N -3.1835 0.2458 0.6339 -0.276
H 1.0546 -1.9323 0.0924 0.383
H -0.5619 -2.1488 -0.3913 0.390
H -3.0935 1.2899 0.5754 0.260
H -1.4079 1.3234 -0.7594 0.184
H -1.4371 -0.1559 -1.7774 0.217
H 0.8021 1.7268 -0.1448 0.202
H 2.9887 1.1711 0.5893 0.221
H 2.2659 -0.1095 1.5653 0.214
H 2.8108 -0.4524 -0.0758 0.201
```

---

Q: Which of them is the most stable? A: (x).